# 1
The following is a DFT calculation (ωB97M-V/def2-TZVPD) of a molecular structure, C54H45N8O6S3SeY in a non-equilibrium geometry.

Computed properties:
LUMO energy (alpha / beta): 3.282 / 3.346 eV
DFT total energy: -6607.95565 Eh
ΔE to the lowest compared entry with this formula, charge and spin: 600.5 kcal/mol

ORCA input file:
```
! wB97M-V def2-TZVPD RIJCOSX def2/J DEFGRID3
* xyz -2 1
Y -0.600 -1.158 -0.578
Se 4.034 4.732 -3.575
N 4.169 2.959 -3.176
C 3.011 2.521 -2.958
C 2.969 1.136 -2.737
C 3.901 0.192 -2.708
C 3.641 -1.401 -2.639
C 2.414 -1.564 -2.111
N 1.329 -0.622 -2.232
C 1.647 0.639 -2.542
C 0.538 1.485 -2.385
N -0.592 1.003 -2.013
C -1.828 1.798 -1.775
C -1.773 3.077 -2.169
C -0.665 3.613 -2.553
C 0.615 2.974 -2.659
C 1.933 3.425 -2.941
N 2.469 4.706 -3.101
H 4.927 0.392 -2.435
H 4.561 -1.831 -2.594
H 1.923 -2.405 -1.649
H -2.764 1.367 -1.125
H -2.558 3.966 -2.075
H -0.487 4.811 -2.757
C 5.876 -4.290 0.791
C 4.799 -3.560 0.195
N 3.280 -4.182 0.179
C 3.260 -5.492 -0.685
C 2.542 -6.495 0.024
C 2.227 -3.424 0.493
S 0.638 -3.809 0.005
N 2.517 -2.326 1.129
C 1.745 -1.332 1.490
O 0.831 -0.812 0.870
C 2.160 -0.478 2.756
C 1.546 0.815 3.028
C 1.985 1.529 4.169
C 3.341 1.257 4.818
C 3.900 0.117 4.556
C 3.449 -0.789 3.584
H 6.789 -3.698 0.931
H 6.266 -4.909 0.153
H 5.522 -4.744 1.888
H 4.983 -3.597 -0.934
H 4.656 -2.635 0.668
H 4.038 -5.958 -1.142
H 2.702 -5.035 -1.640
H 1.417 -6.101 -0.175
H 2.535 -5.885 1.139
H 2.984 -7.451 -0.069
H 0.617 1.020 2.425
H 1.535 2.403 4.304
H 3.758 2.048 5.391
H 4.770 -0.508 4.931
H 3.484 -1.995 3.394
C -0.207 -1.237 -5.568
C 0.488 -2.328 -5.167
C 0.143 -3.078 -4.244
C -1.091 -2.728 -3.602
C -1.868 -1.573 -3.920
C -1.246 -0.667 -4.825
C -1.461 -3.596 -2.569
C -1.373 -5.066 -2.399
C -1.598 -5.764 -1.278
C -2.418 -5.142 -0.282
C -2.678 -5.838 0.922
C -3.292 -5.070 1.966
C -3.648 -3.766 1.745
C -3.273 -3.115 0.574
C -2.411 -3.747 -0.278
N -1.991 -3.008 -1.351
H -0.083 -0.651 -6.368
H 1.604 -2.427 -5.611
H 0.675 -3.834 -3.684
H -1.169 0.437 -4.838
H -0.943 -5.667 -3.283
H -1.562 -6.870 -1.419
H -2.220 -6.665 1.367
H -3.824 -5.690 2.720
H -3.729 -3.040 2.541
H -3.495 -2.065 0.453
O -3.970 0.999 -5.309
S -4.649 -0.236 -4.935
O -5.843 -0.020 -4.132
O -4.981 -1.059 -6.032
S -3.494 -1.245 -3.333
C 0.197 7.478 3.895
C -0.604 6.381 4.031
C -1.302 6.431 5.193
C -2.309 5.590 5.645
C -2.691 4.561 4.685
C -1.813 4.318 3.388
N -1.908 2.997 2.803
C -2.816 2.830 1.839
C -3.439 4.119 1.367
C -4.404 4.046 0.435
C -4.764 2.845 -0.193
C -4.158 1.646 0.224
C -3.206 1.656 1.304
C -2.291 0.582 1.529
O -1.592 0.590 2.661
O -2.387 -0.382 0.478
C -0.846 5.202 3.231
C -0.153 5.027 1.925
H -0.487 8.108 3.408
H 0.547 7.363 2.684
H 1.024 7.740 4.485
H -1.307 7.649 5.508
H -2.973 6.040 6.455
H -3.497 4.047 5.136
H -1.732 2.133 3.478
H -3.226 4.923 1.928
H -5.156 5.031 -0.132
H -5.513 3.200 -0.951
H -4.499 0.864 -0.286
H 0.838 5.389 2.103
H -0.619 5.741 1.006
H -0.275 4.113 1.702
*
```

---

# 2
The following is a DFT calculation (ωB97M-V/def2-TZVPD) of 4 unconnected molecules or ions with the total composition C54H46BNO18P2 in a non-equilibrium geometry.

Computed properties:
LUMO energy: -1.033 eV
DFT total energy: -4202.19020 Eh

ORCA input file:
```
! wB97M-V def2-TZVPD RIJCOSX def2/J DEFGRID3
* xyz 0 1
C -6.974 -2.061 0.519
C -6.399 -1.486 1.781
O -5.998 -2.549 2.655
B -5.507 -2.211 3.885
O -6.291 -2.395 4.994
C -4.036 -1.588 4.074
O -4.098 -0.252 3.473
N -5.020 0.555 4.175
O -4.964 1.633 3.762
C -3.500 -1.293 5.515
O -4.040 -1.312 6.596
O -2.208 -0.903 5.302
C -1.751 -1.265 3.974
C -0.288 -1.623 4.133
C 0.457 -1.761 2.811
O -0.239 -1.142 1.734
C 0.233 0.073 1.347
O 0.569 0.923 2.162
C 0.263 0.233 -0.134
C -0.895 1.057 -0.688
C -2.799 -2.339 3.582
P -2.541 -3.816 4.720
C -1.266 -4.888 3.924
O -3.945 -4.659 4.487
P -2.872 -2.829 1.826
O -3.154 -1.647 1.017
O -3.868 -4.039 1.588
O -1.448 -3.409 1.389
H -7.198 -1.241 -0.150
H -6.205 -2.654 0.042
H -7.848 -2.668 0.707
H -7.086 -0.783 2.252
H -5.519 -0.923 1.487
H -7.086 -1.866 4.895
H -1.801 -0.371 3.374
H 0.152 -0.782 4.655
H -0.118 -2.473 4.779
H 1.454 -1.347 2.890
H 0.573 -2.799 2.531
H 1.228 0.612 -0.432
H 0.187 -0.759 -0.562
H -1.829 0.585 -0.410
H -0.858 2.086 -0.364
H -0.848 0.992 -1.765
H -1.673 -5.588 3.200
H -0.451 -4.309 3.522
H -0.856 -5.462 4.745
H -3.998 -5.412 5.076
H -4.339 -4.321 2.384
H -1.480 -4.369 1.359
C 6.353 0.856 -6.326
C 7.649 0.583 -5.900
C 7.953 0.591 -4.550
C 6.965 0.881 -3.618
C 5.669 1.176 -4.047
C 5.366 1.153 -5.402
C 4.603 1.534 -3.070
O 3.476 1.783 -3.441
C 4.961 1.579 -1.624
C 3.996 1.954 -0.700
C 4.301 1.982 0.649
C 5.576 1.632 1.082
C 6.545 1.264 0.165
C 6.245 1.242 -1.191
C 7.306 0.866 -2.167
O 8.418 0.558 -1.793
H 6.116 0.842 -7.381
H 8.422 0.363 -6.624
H 8.957 0.374 -4.213
H 4.359 1.370 -5.728
H 3.005 2.224 -1.038
H 3.544 2.274 1.366
H 5.812 1.649 2.137
H 7.538 0.993 0.496
C -4.150 9.173 -0.934
C -4.761 8.223 -1.747
C -4.660 6.877 -1.438
C -3.940 6.474 -0.322
C -3.310 7.426 0.482
C -3.427 8.776 0.176
C -2.495 7.015 1.660
O -1.953 7.844 2.360
C -2.360 5.560 1.948
C -1.562 5.150 3.008
C -1.436 3.802 3.296
C -2.113 2.858 2.532
C -2.905 3.260 1.471
C -3.026 4.609 1.170
C -3.858 5.021 0.005
O -4.449 4.200 -0.664
H -4.237 10.224 -1.173
H -5.317 8.535 -2.620
H -5.137 6.135 -2.063
H -2.946 9.509 0.808
H -1.041 5.887 3.602
H -0.811 3.483 4.119
H -2.018 1.805 2.763
H -3.429 2.527 0.873
C 6.366 -2.284 -4.337
C 6.077 -2.988 -5.502
C 4.853 -3.617 -5.649
C 3.914 -3.554 -4.628
C 4.214 -2.866 -3.449
C 5.438 -2.224 -3.313
C 3.241 -2.822 -2.323
O 3.496 -2.220 -1.301
C 1.947 -3.541 -2.484
C 1.047 -3.553 -1.429
C -0.171 -4.194 -1.562
C -0.502 -4.826 -2.756
C 0.397 -4.827 -3.811
C 1.626 -4.192 -3.677
C 2.592 -4.221 -4.812
O 2.312 -4.772 -5.855
H 7.321 -1.786 -4.228
H 6.809 -3.043 -6.297
H 4.621 -4.159 -6.555
H 5.659 -1.683 -2.404
H 1.300 -3.055 -0.503
H -0.863 -4.189 -0.737
H -1.460 -5.318 -2.862
H 0.149 -5.319 -4.741
*
```